(1)
Entry from OMol25: a cluster of 2 separate species, C2H4ClNOS in total (ωB97M-V with the def2-TZVPD basis set).

The geometry in XYZ format:
```
10
Properties=species:S:1:pos:R:3:forces:R:3
C 0.301332 -0.422403 0.102088 -1.57 0.26 -1.16
C 1.101147 -1.450225 -0.537890 2.63 1.18 0.27
N 0.727797 0.657352 0.482571 -0.67 0.91 0.83
O -2.488721 2.496373 1.443949 -0.19 -0.27 -0.03
S -1.056281 2.350974 1.112876 0.67 0.13 -1.47
Cl -1.479240 -0.916458 -0.027361 0.73 0.58 0.42
H 2.189178 -1.162922 -0.466569 -0.94 -1.07 0.84
H 0.674109 -2.335030 -0.206460 0.44 -2.24 0.98
H 1.025039 -1.501193 -1.572457 -0.99 0.40 -2.10
H -0.994361 2.283530 -0.330748 -0.11 0.14 1.43
```
Forces are in eV/Å.

Calculated values
Charge   0
HOMO-LUMO gap (alpha / beta)   9.156 / 7.177 eV
Energy relative to the best compared isomer or geometry (same formula, charge and spin)   3.7306 eV
DFT total energy   -29030.2890 eV
HOMO energy (alpha / beta)   -0.37648 / -0.33472 hartree

Partial charges, Mulliken, in e: number 1, C, carries 0.738; number 2, C, carries -1.059; number 3, N, carries -0.531; number 4, O, carries -0.389; number 5, S, carries 0.285; number 6, Cl, carries -0.199; number 7, H, carries 0.281; number 8, H, carries 0.359; number 9, H, carries 0.336; number 10, H, carries 0.179

(2)
Entry from OMol25: the molecule C2H4ClNOS (ωB97M-V with the def2-TZVPD basis set).

The geometry in XYZ format:
```
10
Properties=species:S:1:pos:R:3:forces:R:3
C 0.041776 0.406854 -0.777490 0.28 -4.05 1.13
C 0.939647 0.708099 0.443843 -5.13 0.06 -1.06
H -0.805445 -1.266685 1.482237 -2.00 1.41 -4.33
H -1.379549 -1.020839 -1.313690 -1.01 -0.15 -1.39
H 0.055731 1.103882 0.988948 1.15 0.49 0.89
H 1.629128 1.419888 0.166255 1.65 1.39 -0.22
N -0.763302 -0.747912 -0.608562 2.11 1.59 2.84
O -1.439430 -0.867219 0.615834 1.50 -1.25 3.71
S 0.206138 0.939616 -2.241681 0.40 1.67 -2.31
Cl 1.515307 -0.675685 1.244306 1.04 -1.16 0.75
```
Forces are in eV/Å.

Calculated values
Charge   0
HOMO-LUMO gap   8.950 eV
Energy relative to the best compared isomer or geometry (same formula, charge and spin)   3.0277 eV
DFT total energy   -29030.9919 eV
HOMO energy   -0.32450 hartree

Partial charges, Mulliken, in e: number 1, C, carries 0.380; number 2, C, carries -0.518; number 3, H, carries 0.341; number 4, H, carries 0.241; number 5, H, carries 0.312; number 6, H, carries 0.393; number 7, N, carries -0.156; number 8, O, carries -0.448; number 9, S, carries -0.362; number 10, Cl, carries -0.182

(3)
Entry from OMol25: a cluster of 2 separate species, C2H4ClNSi in total (ωB97M-V with the def2-TZVPD basis set).

The geometry in XYZ format:
```
9
Properties=species:S:1:pos:R:3:forces:R:3
C -2.295381 0.204098 0.080965 -1.30 -0.03 -0.75
C -1.822425 1.161632 -0.466680 0.69 0.07 0.46
N 0.492186 -0.665774 0.601743 1.36 -0.42 -0.43
Si 2.036423 -0.660960 0.172951 -1.06 -0.42 0.13
Cl -0.728952 2.296039 -0.895643 -0.05 0.48 -0.32
H -2.952392 -0.614194 0.240186 0.09 -0.19 0.41
H -0.324685 -0.121721 0.372448 0.48 0.17 0.25
H 2.870447 0.367112 -0.558836 -0.27 -0.37 0.30
H 2.724780 -1.966232 0.452867 0.06 0.70 -0.04
```
Forces are in eV/Å.

Calculated values
Charge   0
HOMO-LUMO gap   9.555 eV
Energy relative to the best compared isomer or geometry (same formula, charge and spin)   2.5661 eV
DFT total energy   -24024.6893 eV
HOMO energy   -0.34336 hartree

Partial charges, Mulliken, in e: number 1, C, carries -0.302; number 2, C, carries 0.016; number 3, N, carries -0.352; number 4, Si, carries 0.275; number 5, Cl, carries -0.108; number 6, H, carries 0.342; number 7, H, carries 0.272; number 8, H, carries -0.082; number 9, H, carries -0.062